The following is a quantum chemistry calculation of a structure of composition C49H89Cl2F3N4O13PS2 at a distorted geometry, from OMol25.

```
163
Properties=species:S:1:pos:R:3:forces:R:3:mulliken_charge:R:1
C -2.3370 -2.1048 2.0142 7.37 -5.34 -3.88 -0.93
C -1.2901 -2.8510 1.4115 -6.75 6.20 4.07 -0.70
C 0.0417 -3.4424 0.7558 -2.65 -2.05 1.14 -0.36
C 1.1138 -2.6947 -0.1213 1.52 1.08 1.73 1.50
P 1.8332 -4.3096 -0.9753 1.79 -2.76 0.27 -0.21
C 1.8848 -5.8687 0.1810 0.66 -1.40 -0.05 -0.83
O 3.5412 -4.2096 -1.3614 -0.93 1.03 1.93 -0.54
C 2.0585 -1.7636 0.8196 -0.57 3.67 -0.58 3.39
C 3.0735 -2.2796 1.9744 1.50 -0.26 0.76 -0.10
C 3.3522 -3.8157 2.2998 1.75 -1.35 1.33 0.90
C 4.2461 -3.8172 3.7249 -0.06 0.48 -0.30 -0.98
C 3.3280 -3.6483 5.0669 2.85 0.69 0.52 -0.41
S 2.0556 -4.9891 5.3577 -8.38 1.82 2.52 1.06
O 0.7475 -4.5369 4.5972 5.41 -1.71 1.34 -0.52
O 1.6298 -5.0318 6.8740 3.25 -0.58 -5.51 -0.55
O 2.4549 -6.5210 4.7246 1.22 2.44 0.37 -0.46
C 1.4630 -0.4323 1.6069 -0.47 1.57 0.87 -2.75
N 0.4858 -0.6767 2.7223 0.27 1.53 0.37 0.16
C 0.9244 0.0110 4.0329 -1.08 0.28 0.35 -0.79
C 2.8370 -0.9614 -0.4668 4.37 -1.98 2.95 -0.92
C 3.9390 0.1761 -0.0564 4.53 0.54 0.45 -0.36
Cl 3.6114 1.9670 0.4574 -0.14 -2.84 -0.85 -0.07
C 5.4312 -0.1064 0.0615 -3.44 -0.02 -0.68 -0.14
C 6.1518 -1.5405 -0.1415 1.16 0.09 1.38 -0.54
Cl 6.6744 1.2342 0.5678 -2.38 -2.46 -0.84 -0.15
N 2.0179 -0.8912 -1.7938 3.78 -0.02 -0.69 1.49
C 2.9788 -1.1435 -2.9260 2.04 -2.28 -3.44 -0.03
C 4.4359 -1.2633 -3.0562 -0.73 0.37 0.55 -1.21
S 1.6830 0.7774 -2.3372 2.65 11.04 4.98 1.55
O 1.0170 1.6983 -1.2961 1.20 -4.35 -3.38 -0.60
O 3.0464 1.5335 -2.6573 -4.51 -4.64 0.48 -0.60
C 0.8339 1.0972 -3.9351 -4.74 2.92 -6.82 0.44
F 1.5724 2.0179 -4.8914 -2.02 -3.55 3.89 -0.26
F -0.4090 1.9142 -3.6404 4.40 -3.10 -0.59 -0.24
F 0.3796 0.0119 -4.7879 1.79 2.89 3.28 -0.12
C 0.8022 -1.8488 -1.5678 -4.53 -0.50 0.96 -1.24
N -0.3178 -0.9101 -1.6966 1.52 1.29 0.02 0.75
C -1.2619 -0.4784 -0.7252 -4.77 1.14 2.07 0.26
C -2.0889 0.9124 -1.1756 -0.35 -0.66 0.39 -0.85
N 0.4090 -2.9583 -2.4471 -1.48 0.31 -4.25 1.27
C -1.0784 -3.3556 -2.4100 -2.12 0.06 0.03 -0.84
C 0.6835 -3.1455 -3.8649 -0.12 0.08 -7.54 0.04
C 1.9801 -4.0739 -4.3893 -0.63 -0.89 1.69 -0.66
O -0.0812 -2.8346 -4.9524 3.45 -1.23 7.42 -0.54
H -3.1969 -1.5457 2.6241 1.96 -1.56 -1.67 0.19
H -0.3861 -4.3686 0.1253 0.97 1.90 1.26 0.94
H 0.6036 -3.9650 1.6729 -1.08 1.47 -1.99 -0.50
H 0.9737 -5.9933 0.8879 1.84 0.30 -1.00 0.33
H 2.9395 -6.0359 0.6833 -2.31 0.40 -0.68 0.21
H 1.7958 -6.7738 -0.5974 0.15 2.15 1.50 0.41
H 4.1027 -3.9991 -0.5656 -0.68 -0.54 -0.92 0.30
H 4.1671 -1.8248 1.7959 -2.48 -0.77 0.06 -0.24
H 2.7971 -1.8061 3.0406 0.07 -1.01 -2.73 -0.74
H 4.0769 -4.4064 1.5570 -1.68 1.53 1.21 0.08
H 2.4731 -4.5322 2.5432 1.10 1.62 -0.78 -0.13
H 4.9235 -4.7773 3.8129 -1.42 1.85 -0.19 0.31
H 4.9828 -2.8781 3.7001 -1.54 -2.07 0.17 0.32
H 2.8468 -2.5652 5.1341 0.27 -2.77 -0.19 0.08
H 4.0801 -3.7008 5.9930 -1.79 -0.09 -1.90 0.47
H 3.2604 -6.4743 4.1300 -1.08 0.07 0.89 0.37
H 2.3572 0.1261 2.1750 -1.42 -1.42 -1.93 0.65
H 1.0042 0.3797 0.9076 1.02 -1.62 0.70 0.68
H -0.4046 -0.1496 2.4809 1.37 -1.36 0.31 0.27
H 2.0329 -0.2191 4.3242 -2.07 0.42 -0.65 0.25
H 0.7445 1.1709 3.9293 0.75 -2.09 0.40 0.27
H 0.1971 -0.3713 4.8811 1.64 0.71 -1.65 0.23
H 3.5663 -1.8894 -0.6374 -1.35 2.23 -0.60 -0.55
H 5.6742 -2.3190 -0.8482 0.45 1.64 0.96 0.04
H 7.2959 -1.4012 -0.4490 -2.69 -0.11 0.54 0.39
H 6.1982 -2.0544 0.9360 -0.08 1.10 -2.24 0.19
H 2.4909 -1.1215 -4.0194 0.33 -1.60 2.66 0.39
H 4.8775 -2.3377 -3.3236 -1.30 2.66 -1.04 0.20
H 5.2074 -0.3759 -2.9960 -1.56 -2.00 1.48 0.32
H -0.7067 -0.7405 -2.6403 0.52 -1.00 0.60 0.55
H -0.9913 -0.2837 0.3903 0.33 -0.76 -2.35 -0.86
H -2.1603 -1.2712 -0.6828 2.02 1.56 0.16 0.33
H -1.5441 1.8896 -0.8364 -0.88 -1.94 -1.08 0.20
H -2.3160 0.8376 -2.3207 0.49 0.52 2.07 0.11
H -3.1442 0.9071 -0.6279 2.33 -0.18 -1.11 0.39
H -1.5801 -3.3447 -1.3708 1.35 0.04 -1.43 0.30
H -1.7643 -2.6217 -3.0581 1.73 -1.80 1.18 0.16
H -1.1587 -4.4635 -2.8261 0.34 2.46 0.80 0.28
H 1.8909 -4.4017 -5.5071 -0.05 1.24 2.18 0.37
H 1.8838 -5.0797 -3.7527 0.34 2.13 -1.21 0.24
H 3.0163 -3.6213 -4.1227 -1.87 -0.76 -0.49 0.02
C -2.7122 -4.3008 9.0768 -0.56 -0.21 0.28 -0.56
C -1.6177 -4.8414 8.1933 0.58 -0.25 0.06 -0.45
C -1.7625 -3.9887 6.9517 0.09 0.06 -0.50 0.02
O -2.2627 -2.7140 7.3784 -0.07 -0.14 0.26 -0.38
C -2.6880 -2.8251 8.7437 0.09 0.44 0.00 -0.47
H -2.5575 -4.5003 10.1401 -0.04 0.05 -0.11 0.34
H -3.6752 -4.7347 8.7824 0.07 0.06 0.09 0.28
H -0.6418 -4.6605 8.6591 -0.07 -0.08 -0.11 0.21
H -1.7058 -5.9114 7.9886 0.04 0.14 -0.01 0.38
H -2.4920 -4.4185 6.2571 0.05 -0.09 -0.04 0.21
H -0.8145 -3.8539 6.4229 -0.21 0.04 0.05 -0.13
H -1.9609 -2.2903 9.3645 -0.07 0.00 0.10 0.28
H -3.6660 -2.3512 8.8650 0.09 0.04 -0.09 0.27
C -5.8865 0.6011 5.3370 0.01 0.60 0.28 -0.20
C -6.8703 -0.3867 4.7651 -0.32 -0.55 0.18 -0.56
C -6.4418 -0.4575 3.3156 -0.36 0.07 -0.59 -0.22
O -5.0285 -0.2152 3.2871 0.19 -0.05 0.15 -0.46
C -4.6225 0.2658 4.5760 0.45 -0.16 0.06 -0.34
H -5.7650 0.5234 6.4204 0.03 0.01 -0.14 0.34
H -6.2058 1.6228 5.0996 0.06 -0.10 0.06 -0.06
H -6.7347 -1.3641 5.2429 -0.07 0.10 -0.04 0.29
H -7.9146 -0.0883 4.8872 0.13 -0.04 -0.07 0.34
H -6.9267 0.3226 2.7192 -0.04 -0.05 0.03 0.07
H -6.6580 -1.4289 2.8615 0.14 0.08 0.00 0.28
H -4.0628 -0.5356 5.0704 0.03 0.07 0.12 0.23
H -3.9628 1.1296 4.4562 -0.03 -0.08 -0.11 0.30
C -7.7566 4.9220 0.9355 -0.39 0.27 -0.46 -0.57
C -7.4855 5.0414 2.4130 0.40 0.33 0.42 -0.58
C -7.9222 3.6864 2.9257 -0.28 -0.31 0.18 -0.21
O -7.6911 2.7466 1.8671 0.03 0.31 -0.01 -0.32
C -7.4057 3.4753 0.6651 0.22 -0.36 -0.15 -0.39
H -7.1802 5.6217 0.3250 -0.07 -0.10 0.05 0.34
H -8.8219 5.0913 0.7388 0.14 0.00 -0.03 0.24
H -6.4109 5.1766 2.5831 -0.12 0.02 0.03 0.28
H -8.0144 5.8694 2.8918 0.06 -0.12 -0.03 0.35
H -8.9929 3.6744 3.1553 0.02 0.05 0.10 0.26
H -7.3704 3.3782 3.8185 -0.05 -0.08 -0.10 0.06
H -6.3377 3.3598 0.4502 0.00 0.04 -0.10 0.24
H -7.9766 3.0531 -0.1664 0.05 -0.07 0.14 0.28
C -3.3942 2.5229 -7.5876 0.19 0.59 -0.19 -0.24
C -2.9580 1.0824 -7.6624 -0.07 -0.54 -0.40 -0.66
C -2.7311 0.7441 -6.2051 0.14 -0.06 0.39 0.05
O -3.6424 1.5489 -5.4442 0.17 -0.02 -0.26 -0.40
C -4.2071 2.5417 -6.3117 -0.41 0.03 0.23 -0.54
H -3.9622 2.8559 -8.4599 0.06 -0.02 0.13 0.41
H -2.5165 3.1714 -7.4812 -0.09 -0.01 -0.03 -0.02
H -3.7722 0.4690 -8.0659 0.13 0.03 0.03 0.28
H -2.0710 0.9229 -8.2806 -0.10 -0.01 0.09 0.36
H -1.7143 1.0026 -5.8907 0.03 -0.06 -0.09 -0.19
H -2.9050 -0.3139 -5.9883 -0.02 0.10 0.08 0.30
H -5.2499 2.2649 -6.5017 0.00 0.11 -0.03 0.32
H -4.1896 3.5167 -5.8170 -0.01 -0.14 0.07 0.26
C 9.6801 5.1840 -2.2767 0.07 0.18 -0.63 -0.52
C 8.6164 4.6793 -1.3362 -0.46 0.24 0.43 -0.51
C 9.1279 3.2975 -0.9917 0.24 -0.35 -0.03 -0.02
O 10.5595 3.3552 -1.0574 -0.37 0.17 -0.10 -0.43
C 10.9376 4.5906 -1.6803 0.42 0.03 0.23 -0.46
H 9.7178 6.2735 -2.3536 0.02 -0.14 0.00 0.34
H 9.5130 4.7744 -3.2801 0.04 0.09 0.08 0.25
H 8.5915 5.3037 -0.4353 -0.05 -0.08 -0.09 0.30
H 7.6141 4.6670 -1.7715 0.10 -0.02 0.07 0.31
H 8.7895 2.5549 -1.7221 -0.13 -0.04 0.02 0.20
H 8.8179 2.9723 0.0056 0.16 -0.01 -0.05 0.01
H 11.3540 5.2421 -0.9043 0.03 0.05 -0.09 0.27
H 11.7106 4.4037 -2.4308 -0.05 -0.08 0.14 0.28
C -1.6663 6.1259 -5.9840 -0.13 -0.53 0.32 0.18
C -1.4284 6.5514 -7.4099 0.50 0.06 -0.41 -0.55
C -2.5533 7.5375 -7.6381 -0.40 0.22 -0.13 -0.43
O -2.8348 8.1481 -6.3712 0.24 -0.36 -0.03 -0.40
C -2.1537 7.4092 -5.3478 -0.04 0.44 0.19 -0.53
H -0.7793 5.7171 -5.4936 -0.10 0.05 -0.02 0.36
H -2.4577 5.3678 -5.9500 0.08 0.04 0.05 -0.34
H -0.4618 7.0628 -7.4879 -0.10 -0.07 -0.04 0.29
H -1.4358 5.7233 -8.1231 -0.01 0.11 0.04 0.32
H -3.4640 7.0308 -7.9746 0.03 -0.02 -0.11 0.25
H -2.2928 8.3088 -8.3687 -0.10 -0.01 0.14 0.28
H -1.3155 8.0207 -4.9962 0.01 -0.07 0.09 0.28
H -2.8316 7.2308 -4.5086 0.00 0.12 -0.10 0.29
```
Positions in Å, forces in eV/Å.

Computed properties:
Kohn-Sham gap: 5.01 eV
charge: +1
LUMO: -5.41 eV
calculated total energy: -148950.31399 eV
2S+1: 1
E_HOMO: -10.420 eV